a | Here is the molecule C4H8O from the OMol25 dataset. Energies are from ωB97M-V/def2-TZVPD.

Geometry as XYZ:
```
13
Properties=species:S:1:pos:R:3:mulliken_charge:R:1
C 1.73 -1.24 -0.16 -1.092
C 0.66 -0.14 -0.17 -0.012
C -0.47 -0.17 0.54 -0.294
C -1.65 0.75 0.40 -0.452
O -1.25 2.04 -0.18 -0.530
H 2.61 -1.12 -0.90 0.299
H 1.30 -2.23 -0.10 0.275
H 2.38 -1.06 0.69 0.297
H 0.94 0.63 -0.88 0.277
H -0.60 -0.84 1.37 0.350
H -2.00 0.22 -0.52 0.210
H -2.46 1.12 1.04 0.376
H -1.20 2.05 -1.13 0.296
```

E_HOMO ... -9.11 eV
LUMO energy ... 0.95 eV
SMILES ... C/C=C/CO


b | Here is a structure of composition C4H8O from the OMol25 dataset. Energies are from ωB97M-V/def2-TZVPD.

Geometry as XYZ:
```
13
Properties=species:S:1:pos:R:3:mulliken_charge:R:1
C 0.11 1.09 0.18 -0.069
C 0.25 -0.29 -0.20 0.345
C -0.86 -1.23 0.16 -0.948
C 1.36 -0.97 -1.19 -1.281
O -0.84 1.46 1.05 -0.507
H -0.84 1.33 -0.50 0.301
H 1.01 1.69 0.15 0.464
H -1.78 -0.80 -0.27 0.320
H -0.50 -2.21 -0.16 0.420
H -0.90 -1.37 1.26 0.281
H 1.27 -0.87 0.20 0.207
H 2.43 -1.05 -0.99 0.240
H 1.27 -0.41 -2.18 0.227
```

E_HOMO ... -7.33 eV
LUMO energy ... -2.57 eV


Most stable structure - a; separation to the second - 0.2839 hartree.


a | Here is a cluster of 2 separate species, C3H9NO2 in total from the OMol25 dataset. Energies are from ωB97M-V/def2-TZVPD.

Geometry as XYZ:
```
15
Properties=species:S:1:pos:R:3:mulliken_charge:R:1
C -0.06 -2.35 -1.98 -1.032
C -0.05 -0.91 -1.54 0.693
N -0.28 -0.67 -0.23 -0.295
O 0.21 -0.01 -2.31 -0.604
H 0.14 -2.39 -3.04 0.286
H -0.98 -2.91 -1.76 0.317
H 0.70 -2.90 -1.42 0.290
H -0.43 0.27 0.07 0.178
H -0.48 -1.37 0.46 0.173
C 0.52 2.25 1.81 -0.660
O -0.78 1.67 1.95 -0.533
H 0.64 2.66 0.81 0.244
H 0.72 3.01 2.56 0.379
H 1.29 1.49 1.97 0.241
H -1.16 2.17 2.66 0.323
```

E_HOMO ... -9.63 eV
LUMO energy ... 0.74 eV
SMILES ... CC(N)=O.CO


b | Here is the molecule C3H9NO2 from the OMol25 dataset. Energies are from ωB97M-V/def2-TZVPD.

Geometry as XYZ:
```
15
Properties=species:S:1:pos:R:3:mulliken_charge:R:1
N -0.35 1.45 -0.55 -0.732
C -0.05 0.38 0.32 0.291
C -0.82 -0.83 -0.05 -0.589
O -2.18 -0.49 0.10 -0.532
C 1.51 0.17 0.42 -0.444
O 1.87 -0.92 -0.46 -0.420
H -1.41 1.39 -0.82 0.295
H -0.07 2.52 0.02 0.276
H -0.44 0.51 1.42 0.191
H -0.58 -1.69 0.68 0.271
H -0.41 -1.20 -1.25 0.231
H -2.54 -1.47 -0.48 0.407
H 1.83 -0.28 1.57 0.252
H 1.97 1.13 0.26 0.304
H 1.68 -0.68 -1.19 0.197
```

E_HOMO ... -9.20 eV
LUMO energy ... 0.51 eV
SMILES ... NC(CO)CO


c | Here is a structure of composition C3H9NO2 from the OMol25 dataset. Energies are from ωB97M-V/def2-TZVPD.

Geometry as XYZ:
```
15
Properties=species:S:1:pos:R:3:mulliken_charge:R:1
C -0.82 0.87 2.01 -0.844
N -1.00 1.78 0.85 -0.525
H -1.28 1.30 2.88 0.350
H -1.28 -0.07 1.77 0.327
H 0.24 0.71 2.16 0.303
H -0.47 2.65 0.98 0.293
H -2.00 2.05 0.71 0.281
H -0.45 1.10 -0.16 0.471
O 0.03 -1.40 0.27 -0.629
C 0.44 -0.76 -0.73 0.768
O 0.25 0.53 -0.93 -0.648
C 1.29 -1.49 -1.77 -0.983
H 1.97 -0.78 -2.26 0.292
H 1.87 -2.29 -1.30 0.295
H 0.65 -1.92 -2.54 0.248
```

E_HOMO ... -9.15 eV
LUMO energy ... 0.61 eV


d | Here is a cluster of 4 separate species, C3H9NO2 in total from the OMol25 dataset. Energies are from ωB97M-V/def2-TZVPD.

Geometry as XYZ:
```
15
Properties=species:S:1:pos:R:3:mulliken_charge:R:1
C 1.74 0.98 -0.17 0.054
O 1.21 1.61 0.76 -0.531
O 2.43 -0.16 0.03 -0.400
H 2.12 -0.58 0.84 0.389
H 0.19 0.60 1.72 -0.052
H 2.16 1.52 -1.03 0.369
H 0.14 0.12 -0.87 0.230
C -2.02 0.03 -0.40 -0.964
C -0.67 -0.59 -0.42 0.253
N -0.46 -1.83 -0.32 -0.671
H 0.48 -2.14 -0.55 0.285
H -0.24 -0.12 1.56 0.101
H -1.93 1.09 -0.15 0.293
H -2.51 -0.05 -1.37 0.324
H -2.64 -0.46 0.36 0.321
```

E_HOMO ... -9.83 eV
LUMO energy ... 0.62 eV


Most stable structure - c; separation to the second - 0.0075 hartree.


a | Here is a cluster of 2 separate species, C2H3P in total from the OMol25 dataset. Energies are from ωB97M-V/def2-TZVPD.

Geometry as XYZ:
```
6
Properties=species:S:1:pos:R:3:mulliken_charge:R:1
C -0.73 -0.84 -0.07 -0.130
C -0.39 0.62 -0.06 -0.568
P -2.16 -0.03 0.03 -0.053
H 0.00 -1.99 0.50 0.249
H -0.05 0.92 0.92 0.191
H 0.01 1.21 -0.78 0.311
```

E_HOMO ... -9.11 eV
LUMO energy ... -0.11 eV


b | Here is a cluster of 2 separate species, C2H3P in total from the OMol25 dataset. Energies are from ωB97M-V/def2-TZVPD.

Geometry as XYZ:
```
6
Properties=species:S:1:pos:R:3:mulliken_charge:R:1
C 1.49 -1.14 -0.01 0.170
C 0.32 -0.91 -0.11 -0.353
P -1.37 -0.74 -0.06 -0.204
H 2.40 -1.70 0.06 0.358
H -1.05 1.45 -1.69 -0.008
H -1.58 -0.58 1.30 0.037
```

E_HOMO (spin up / spin down) ... -9.64 / -8.58 eV
LUMO energy (spin up / spin down) ... -1.48 / -0.38 eV


Most stable structure - a; separation to the second - 0.0683 hartree.


a | Here is a cluster of 10 separate species, C40H60O30 in total from the OMol25 dataset. Energies are from ωB97M-V/def2-TZVPD.

Geometry as XYZ:
```
130
Properties=species:S:1:pos:R:3:mulliken_charge:R:1
C 1.39 0.06 0.79 -1.176
C 0.30 -0.43 -0.12 1.696
C 0.68 -1.63 -1.01 2.157
O -0.38 -2.55 -0.77 -0.428
C -1.00 -2.27 0.40 0.401
O -1.73 -2.98 1.01 -0.587
O -0.68 -1.01 0.75 0.081
H 1.00 0.98 1.27 -0.056
H 2.27 0.56 0.37 0.148
H 1.64 -0.60 1.62 0.068
H -0.13 0.39 -0.69 -0.817
H 1.61 -2.14 -0.74 0.134
H 0.72 -1.33 -2.05 -1.557
C 0.36 1.53 5.73 -1.421
C 0.43 2.67 4.76 1.827
C -0.81 3.57 4.70 -0.228
O -0.26 4.85 4.46 -0.360
C 1.08 4.84 4.70 0.527
O 1.76 5.80 4.62 -0.519
O 1.47 3.61 5.10 -0.493
H 1.32 1.25 6.18 0.432
H 0.06 0.60 5.25 0.026
H -0.27 1.78 6.59 0.418
H 0.59 2.31 3.74 -0.581
H -1.52 3.53 5.53 0.285
H -1.42 3.26 3.84 0.109
C -1.50 -1.89 4.25 -0.986
C -2.71 -0.97 4.25 0.695
C -4.02 -1.42 4.83 -0.537
O -4.64 -0.18 5.22 -0.363
C -3.65 0.69 5.50 0.526
O -3.76 1.72 6.09 -0.545
O -2.45 0.16 5.14 -0.190
H -1.16 -1.71 3.23 -0.155
H -1.70 -2.95 4.38 0.517
H -0.78 -1.64 5.02 0.327
H -2.92 -0.48 3.30 0.035
H -3.89 -2.00 5.76 0.337
H -4.65 -2.05 4.21 0.312
C -7.06 -2.55 -1.01 -1.477
C -5.65 -2.51 -1.56 0.373
C -5.47 -1.69 -2.86 -0.410
O -4.60 -0.62 -2.46 -0.321
C -3.96 -0.98 -1.30 0.143
O -3.08 -0.36 -0.83 0.061
O -4.75 -1.86 -0.64 -0.356
H -7.87 -2.42 -1.73 0.387
H -7.14 -1.73 -0.29 0.367
H -7.21 -3.48 -0.47 0.339
H -5.16 -3.48 -1.70 0.395
H -6.38 -1.25 -3.26 0.461
H -4.95 -2.30 -3.61 0.062
C 4.36 3.64 1.25 -1.450
C 4.47 3.52 2.73 1.199
C 5.74 2.78 3.26 -0.361
O 6.49 3.78 3.92 -0.363
C 5.76 4.91 4.06 0.604
O 6.08 5.86 4.69 -0.546
O 4.62 4.81 3.34 -0.380
H 5.30 3.84 0.71 0.428
H 3.72 4.49 0.99 0.336
H 3.92 2.74 0.82 0.207
H 3.61 3.04 3.20 -0.223
H 6.29 2.41 2.39 0.277
H 5.51 1.94 3.91 0.284
C 2.42 -6.07 2.92 -1.202
C 3.18 -5.05 3.75 0.494
C 4.28 -4.24 3.05 -0.581
O 3.91 -2.87 3.12 -0.307
C 2.68 -2.78 3.68 0.565
O 2.07 -1.77 3.83 -0.458
O 2.24 -3.98 4.08 -0.381
H 1.59 -5.52 2.47 0.298
H 2.15 -6.96 3.47 0.318
H 3.05 -6.36 2.08 0.340
H 3.57 -5.41 4.70 0.345
H 4.36 -4.56 2.00 0.234
H 5.31 -4.36 3.40 0.310
C 2.55 -2.31 -3.95 -1.041
C 3.76 -1.60 -3.40 0.625
C 4.37 -0.66 -4.45 -0.584
O 4.58 0.58 -3.73 -0.393
C 4.01 0.51 -2.51 0.564
O 4.05 1.36 -1.69 -0.480
O 3.43 -0.71 -2.34 -0.102
H 2.35 -3.23 -3.38 0.448
H 2.78 -2.72 -4.94 0.529
H 1.69 -1.64 -3.98 -0.250
H 4.51 -2.33 -3.09 0.196
H 3.73 -0.47 -5.31 0.195
H 5.39 -0.87 -4.80 0.313
C -1.56 -2.39 -3.67 -0.225
C -1.93 -2.80 -5.09 -0.033
C -2.84 -1.83 -5.89 -0.230
O -2.14 -1.72 -7.16 -0.407
C -0.89 -2.12 -7.02 0.597
O -0.01 -2.02 -7.82 -0.552
O -0.68 -2.67 -5.80 -0.400
H -2.46 -2.42 -3.06 0.110
H -1.22 -1.36 -3.66 -0.329
H -0.79 -3.10 -3.37 0.375
H -2.40 -3.78 -5.20 0.559
H -2.77 -0.82 -5.49 0.089
H -3.85 -2.17 -6.08 0.409
C 1.07 1.25 -6.05 -1.508
C 0.02 0.76 -5.09 2.003
C 0.07 1.42 -3.68 0.575
O -1.18 2.10 -3.50 -0.018
C -1.79 2.14 -4.71 0.452
O -2.72 2.84 -4.97 -0.589
O -1.28 1.21 -5.53 -0.439
H 1.08 2.34 -6.07 0.430
H 0.80 0.88 -7.04 0.393
H 2.07 0.91 -5.79 0.178
H -0.03 -0.32 -4.97 -0.990
H 0.86 2.15 -3.50 0.425
H 0.15 0.67 -2.89 -0.941
C -3.20 2.65 -0.87 -1.106
C -2.15 3.75 -0.73 0.356
C -2.31 4.75 0.42 -0.493
O -1.01 4.79 1.02 -0.344
C -0.20 3.86 0.48 0.229
O 0.90 3.60 0.85 -0.462
O -0.83 3.20 -0.51 0.151
H -4.12 3.23 -0.76 0.392
H -3.08 1.90 -0.10 0.112
H -3.27 2.30 -1.90 0.183
H -1.98 4.27 -1.68 0.354
H -3.01 4.41 1.18 0.324
H -2.55 5.73 0.01 0.276
```

E_HOMO ... -10.03 eV
LUMO energy ... -0.14 eV
SMILES ... C[C@H]1COC(=O)O1.C[C@H]1COC(=O)O1.C[C@H]1COC(=O)O1.C[C@H]1COC(=O)O1.C[C@H]1COC(=O)O1.C[C@H]1COC(=O)O1.C[C@H]1COC(=O)O1.C[C@H]1COC(=O)O1.C[C@H]1COC(=O)O1.C[C@H]1COC(=O)O1


b | Here is a cluster of 10 separate species, C40H60O30 in total from the OMol25 dataset. Energies are from ωB97M-V/def2-TZVPD.

Geometry as XYZ:
```
130
Properties=species:S:1:pos:R:3:mulliken_charge:R:1
C 6.46 -1.44 2.10 -1.703
C 5.19 -1.99 1.47 0.824
C 4.83 -1.31 0.15 1.094
O 5.09 -2.27 -0.87 -0.387
C 5.32 -3.46 -0.27 0.655
O 5.57 -4.48 -0.83 -0.579
O 5.32 -3.35 1.08 -0.400
H 6.25 -0.41 2.40 0.404
H 7.41 -1.48 1.56 0.354
H 6.62 -1.91 3.07 0.418
H 4.33 -1.92 2.13 0.024
H 5.41 -0.40 -0.04 0.240
H 3.77 -1.04 0.12 -0.670
C 1.00 -1.44 1.03 -0.077
C -0.41 -0.90 1.04 2.338
C -0.52 0.39 1.87 -0.617
O -0.80 1.43 0.97 0.638
C -0.96 0.93 -0.27 -0.515
O -1.28 1.59 -1.21 -0.423
O -0.80 -0.40 -0.26 -0.376
H 1.65 -0.76 0.49 -0.847
H 0.93 -2.33 0.40 -0.700
H 1.31 -1.77 2.02 0.743
H -1.12 -1.65 1.38 -1.265
H 0.42 0.64 2.38 0.424
H -1.22 0.32 2.70 0.244
C -3.15 3.37 -3.82 -1.022
C -2.46 4.70 -4.06 0.925
C -1.29 4.66 -5.03 -0.053
O -1.56 5.75 -5.91 -0.372
C -2.82 6.20 -5.72 0.523
O -3.32 7.04 -6.40 -0.553
O -3.41 5.57 -4.69 -0.451
H -4.06 3.68 -3.29 0.246
H -2.64 2.68 -3.15 0.003
H -3.46 2.84 -4.72 0.537
H -2.15 5.18 -3.13 -0.029
H -1.26 3.70 -5.56 0.246
H -0.31 4.74 -4.55 0.101
C 1.85 4.87 3.13 -1.626
C 0.93 3.94 2.39 0.768
C -0.59 4.02 2.65 -0.327
O -1.14 4.39 1.39 -0.196
C -0.18 4.40 0.44 0.351
O -0.40 4.52 -0.72 -0.364
O 1.03 4.18 0.97 -0.360
H 2.89 4.54 3.04 0.392
H 1.69 4.81 4.21 0.417
H 1.81 5.88 2.73 0.371
H 1.25 2.90 2.54 -0.208
H -0.75 4.84 3.35 0.554
H -0.90 3.06 3.05 0.115
C 2.28 -0.83 -2.81 -0.544
C 1.64 -2.17 -3.12 0.166
C 1.88 -3.28 -2.09 -0.027
O 0.60 -3.73 -1.72 -0.254
C -0.33 -2.87 -2.18 0.457
O -1.48 -2.94 -1.85 -0.501
O 0.21 -1.99 -3.00 -0.334
H 3.36 -0.94 -2.69 0.414
H 1.85 -0.45 -1.87 -0.278
H 2.13 -0.13 -3.63 0.302
H 1.85 -2.53 -4.12 0.421
H 2.51 -2.96 -1.25 -0.369
H 2.44 -4.09 -2.56 0.442
C 3.17 -7.09 4.43 -1.542
C 2.32 -5.94 3.96 0.627
C 2.74 -4.54 4.41 -0.515
O 2.61 -3.78 3.23 -0.337
C 2.40 -4.55 2.14 0.605
O 2.30 -4.18 1.02 -0.263
O 2.40 -5.85 2.54 -0.405
H 2.95 -8.10 4.11 0.344
H 3.13 -7.15 5.52 0.411
H 4.23 -6.86 4.23 0.348
H 1.29 -6.10 4.28 0.153
H 3.76 -4.58 4.81 0.319
H 2.07 -4.16 5.17 0.282
C 4.23 2.99 -0.90 -1.764
C 3.15 2.28 -1.75 1.676
C 1.97 3.16 -2.11 1.022
O 1.91 3.06 -3.54 -0.276
C 2.90 2.26 -3.99 0.469
O 2.99 1.86 -5.10 -0.552
O 3.73 1.93 -2.99 -0.418
H 4.68 3.78 -1.50 0.478
H 4.99 2.25 -0.69 0.321
H 3.84 3.39 0.04 0.219
H 2.94 1.39 -1.14 -0.682
H 2.13 4.17 -1.75 0.209
H 1.08 2.73 -1.67 -0.647
C -3.71 5.49 -0.46 -1.724
C -3.94 4.00 -0.39 2.038
C -4.04 3.45 1.05 0.433
O -5.26 2.74 1.06 -0.359
C -5.92 2.86 -0.10 0.365
O -7.00 2.41 -0.28 -0.571
O -5.18 3.60 -0.97 -0.419
H -3.78 5.98 -1.44 0.285
H -2.73 5.75 -0.06 0.245
H -4.39 6.11 0.14 0.444
H -3.10 3.48 -0.86 -0.784
H -4.01 4.23 1.80 0.246
H -3.23 2.75 1.28 -0.225
C -4.71 0.23 -2.19 -1.145
C -5.15 -0.35 -0.87 0.195
C -4.99 -1.88 -0.74 -0.467
O -4.56 -2.00 0.61 -0.371
C -4.07 -0.84 1.06 0.292
O -3.32 -0.68 1.98 -0.584
O -4.23 0.10 0.13 0.450
H -3.67 0.07 -2.46 0.157
H -4.88 1.31 -2.17 0.154
H -5.31 -0.14 -3.02 0.488
H -6.15 -0.02 -0.59 0.448
H -4.28 -2.32 -1.43 0.219
H -6.00 -2.26 -0.94 0.378
C -0.77 -5.43 0.86 -1.263
C -1.13 -4.70 2.15 1.382
C -2.48 -3.96 2.05 -0.209
O -3.38 -4.94 2.60 -0.412
C -2.71 -5.71 3.46 0.412
O -3.18 -6.41 4.30 -0.593
O -1.39 -5.62 3.22 -0.412
H -0.73 -4.76 0.00 0.039
H -1.50 -6.22 0.68 0.463
H 0.23 -5.87 0.94 0.271
H -0.33 -4.02 2.44 -0.177
H -2.71 -3.93 0.99 0.197
H -2.59 -3.01 2.57 0.311
```

E_HOMO ... -10.57 eV
LUMO energy ... -0.58 eV
SMILES ... C[C@H]1COC(=O)O1.C[C@H]1COC(=O)O1.C[C@H]1COC(=O)O1.C[C@H]1COC(=O)O1.C[C@H]1COC(=O)O1.C[C@H]1COC(=O)O1.C[C@H]1COC(=O)O1.C[C@H]1COC(=O)O1.C[C@H]1COC(=O)O1.C[C@H]1COC(=O)O1


Most stable structure - b; separation to the second - 0.0646 hartree.